ORCA calculation (ωB97M-V/def2-TZVPD) on C29H20IN2P2RuS4 as an isolated structure.

The geometry in XYZ format:
```
59
Properties=species:S:1:pos:R:3:forces:R:3
Ru 2.788 0.929 0.212 -0.1679 0.4011 -0.4398
S 1.906 0.720 2.963 -0.0364 -0.0424 0.0524
P 0.679 -0.287 1.742 0.0036 0.0043 0.3144
C 0.735 0.324 0.151 0.2203 -0.0389 -0.0088
P -0.533 1.334 -0.417 -0.1947 0.0623 0.0348
S -0.947 3.090 0.401 0.0186 -0.0618 0.0111
C -2.071 0.301 -0.444 0.0707 0.0128 -0.0519
C -3.263 0.755 0.096 0.0244 0.1050 0.0598
C -4.404 -0.033 0.047 -0.0771 -0.0632 -0.0033
C -4.367 -1.280 -0.557 0.0239 -0.0183 -0.0206
C -3.175 -1.740 -1.107 -0.0935 -0.0348 0.0228
C -2.038 -0.954 -1.047 0.0784 -0.0203 0.0089
C -0.316 1.507 -2.223 0.0294 -0.0298 -0.0533
C 0.417 0.572 -2.943 -0.0210 -0.0866 0.0487
C 0.518 0.667 -4.323 0.0417 -0.0390 0.0036
C -0.123 1.696 -4.994 -0.0292 0.0510 -0.0154
C -0.862 2.631 -4.279 0.0311 -0.0300 -0.1357
C -0.956 2.537 -2.902 0.0089 0.0667 0.0928
C -0.991 -0.404 2.486 0.0923 -0.0317 0.0089
C -1.785 -1.535 2.315 0.0004 -0.0202 -0.0237
C -3.057 -1.590 2.860 -0.0256 -0.0042 0.0100
C -3.547 -0.511 3.583 -0.0179 -0.0189 0.0090
C -2.762 0.620 3.752 -0.0340 0.0498 0.0305
C -1.488 0.675 3.208 0.0021 0.0496 -0.0329
C 1.189 -2.039 1.731 -0.0198 -0.0691 -0.0433
C 1.567 -2.674 2.911 -0.0280 0.0523 0.0246
C 1.923 -4.011 2.901 0.0100 -0.0376 -0.0483
C 1.915 -4.725 1.707 0.0117 0.0164 0.0889
C 1.556 -4.093 0.528 -0.0046 -0.0278 -0.0821
C 1.194 -2.753 0.541 0.0010 0.0512 -0.0038
H -3.275 1.732 0.566 0.0071 0.0083 -0.0020
H -5.325 0.326 0.492 -0.0142 0.0079 -0.0009
H -5.258 -1.895 -0.596 -0.0112 -0.0145 0.0021
H -3.133 -2.715 -1.579 -0.0034 -0.0109 -0.0067
H -1.106 -1.318 -1.463 -0.0015 0.0037 -0.0048
H 0.928 -0.218 -2.404 0.0335 0.0368 -0.0267
H 1.126 -0.047 -4.863 -0.0100 -0.0029 -0.0286
H -0.029 1.782 -6.070 -0.0100 0.0062 -0.0094
H -1.354 3.445 -4.799 0.0025 0.0070 -0.0055
H -1.505 3.276 -2.330 0.0077 -0.0106 0.0135
H -1.412 -2.377 1.745 0.0294 -0.0116 -0.0075
H -3.667 -2.472 2.706 -0.0227 0.0018 0.0156
H -4.543 -0.552 4.008 -0.0191 0.0107 0.0052
H -3.141 1.472 4.303 -0.0230 -0.0052 0.0114
H -0.872 1.557 3.326 0.0200 0.0042 0.0032
H 1.604 -2.101 3.830 -0.0068 0.0135 -0.0115
H 2.227 -4.492 3.823 0.0045 -0.0277 0.0026
H 2.209 -5.768 1.698 0.0070 -0.0259 -0.0102
H 1.575 -4.636 -0.409 0.0041 -0.0103 0.0040
H 0.941 -2.224 -0.372 0.0030 -0.0436 0.0072
S 3.311 1.726 -2.118 0.0222 -0.0433 -0.0009
C 4.500 2.936 -1.789 0.0640 0.0789 0.0582
C 5.317 3.357 -2.892 -0.0516 0.0018 0.0243
N 5.950 3.685 -3.797 0.0221 -0.0070 -0.0122
C 4.654 3.528 -0.568 -0.0397 -0.0472 -0.0623
S 3.691 3.131 0.816 0.0258 0.0737 0.1359
C 5.628 4.566 -0.395 -0.0120 -0.0509 0.0061
N 6.407 5.399 -0.230 0.0153 0.0432 0.0015
I 4.851 -0.833 0.465 0.0379 -0.2339 0.0404
```
Forces are in eV/Å.

Lowest unoccupied orbital energy (spin up / spin down) (eV): 4.21 / 4.14
Spin multiplicity: 6
Charge: -2
HOMO (spin up / spin down) (eV): -1.671 / -2.155
Energy relative to the best compared isomer or geometry (same formula, charge and spin) (kcal per mole): 0.00
HOMO-LUMO gap (spin up / spin down) (eV): 5.9 / 6.3
Expectation value of S²: 8.77
Molar mass (g mol⁻¹): 814.7

***

ORCA calculation (ωB97M-V/def2-TZVPD) on one molecule with the formula C6H9N.

The geometry in XYZ format:
```
16
Properties=species:S:1:pos:R:3:forces:R:3
C 2.820 0.815 1.818 0.0813 -0.0130 -0.1067
C 1.725 0.059 1.622 0.6081 0.3184 -0.0319
C 0.639 0.456 0.779 0.3890 -0.1128 -0.0581
C -0.092 -0.641 0.122 -0.1199 0.0784 0.0198
C -1.506 -0.261 -0.241 -0.0249 -0.0004 0.1587
C -1.822 0.486 -1.471 0.0324 0.2665 -0.0981
N -2.085 -0.955 -1.385 -0.2764 -0.1399 -0.0570
H 3.630 0.517 2.463 0.1183 -0.5079 0.0927
H 3.043 1.714 1.289 -0.4699 0.7159 -0.2490
H 1.821 -0.911 2.090 -0.5969 -0.4939 0.2766
H -0.069 -1.623 0.626 0.0657 0.1138 0.0497
H 0.467 -0.787 -0.822 0.0051 0.0643 0.0984
H -2.152 -0.070 0.617 0.0818 -0.0535 -0.1602
H -1.024 0.770 -2.152 -0.0899 -0.0687 0.1378
H -2.662 1.178 -1.447 0.1287 -0.1586 -0.0078
H -3.074 -1.126 -1.235 0.0675 -0.0085 -0.0651
```
Forces are in eV/Å.

Lowest unoccupied orbital energy (spin up / spin down) (eV): -0.65 / -0.61
Spin multiplicity: 1
Charge: 0
HOMO (spin up / spin down) (eV): -8.226 / -8.077
Energy relative to the best compared isomer or geometry (same formula, charge and spin) (kcal per mole): 125.02
HOMO-LUMO gap (spin up / spin down) (eV): 7.6 / 7.5
Molar mass (g mol⁻¹): 95.1

***

ORCA calculation (ωB97M-V/def2-TZVPD) on one molecule with the formula C6H4O at a distorted geometry.

The geometry in XYZ format:
```
11
Properties=species:S:1:pos:R:3:forces:R:3
C 0.426 -1.076 -0.419 -0.0447 1.8491 -0.0688
C 0.191 -2.366 -0.030 0.3074 -1.0603 -0.3910
C -1.820 -0.322 1.207 -1.6303 4.3585 -0.2047
C 0.655 0.119 -0.540 -0.1476 -3.1340 0.8045
C -1.660 -1.474 1.008 1.3853 -2.4557 -0.7780
C 1.144 1.398 -0.680 2.7807 4.8521 -0.7027
O -0.950 -2.560 0.641 -0.8517 -0.0128 0.7609
H -2.131 0.744 1.052 0.4382 -1.8393 0.7207
H 2.150 1.691 -0.165 -1.4988 -1.3858 -0.4530
H 0.523 2.269 -0.323 0.0148 -1.0979 -0.6292
H 1.472 1.576 -1.752 -0.7533 -0.0739 0.9413
```
Forces are in eV/Å.

Lowest unoccupied orbital energy (eV): -0.61
Spin multiplicity: 1
Charge: 0
HOMO (eV): -8.739
Energy relative to the best compared isomer or geometry (same formula, charge and spin) (kcal per mole): 146.84
HOMO-LUMO gap (eV): 8.1
Molar mass (g mol⁻¹): 92.1

***

ORCA calculation (ωB97M-V/def2-TZVPD) on a 21-piece molecular cluster, H41O21 overall at a distorted geometry.

The geometry in XYZ format:
```
62
Properties=species:S:1:pos:R:3:forces:R:3
O -0.153 -0.858 -0.665 -1.2797 1.0070 0.7275
H 0.309 -1.306 0.050 0.3850 0.4782 0.1477
H -0.220 0.120 -0.412 0.4927 -1.6827 -0.4506
O 1.721 0.787 -0.104 4.0619 -1.4990 3.5319
H -0.364 3.150 -3.961 -0.4254 -1.2817 0.9520
H 0.610 -4.728 0.357 2.6555 -0.9980 -1.5028
O -0.735 5.072 -0.722 5.4833 -0.4879 1.7808
H 0.159 -1.179 -2.397 0.5347 -0.4567 0.7297
H -0.355 4.171 -0.789 -1.1086 1.8102 -0.3283
O -0.040 -0.966 -3.307 -2.4114 2.3588 -0.0468
H -1.815 -2.582 3.714 0.0880 1.8615 1.6548
H -3.817 0.218 2.970 -0.7442 0.9122 -0.1998
O -4.751 0.270 2.639 1.4088 -0.3914 0.6817
H -4.757 -0.597 2.238 -0.7166 -0.3459 -0.3501
H -3.091 -1.826 -3.664 1.0862 1.6618 -2.5013
O -0.874 2.197 0.021 1.9518 -0.6065 2.6567
H 1.417 0.724 4.978 3.9513 3.2423 0.9586
H -0.149 2.355 0.765 -2.1579 -0.4546 -2.2756
O 0.732 0.211 4.762 -5.2411 -4.3657 -2.4302
H 1.446 0.452 0.876 0.5058 0.7682 -0.6343
H -1.294 0.474 2.034 -1.1344 0.9080 1.5626
O 3.780 0.285 3.194 7.5854 1.0722 4.4235
H -0.777 -0.284 -3.089 1.7147 -1.6531 -1.1156
H -0.707 2.827 -0.669 0.0731 -0.1780 -0.3753
O 3.801 -2.484 -0.849 -0.8812 4.8462 6.6393
H 3.111 0.315 3.778 -3.6766 -0.1374 2.6764
H -1.149 -3.606 2.917 -1.4001 0.0879 -0.2336
O -3.423 -2.368 -3.010 -0.8414 -1.3270 2.6197
H 0.698 0.060 3.623 2.1026 1.2515 2.1610
H -0.177 -3.389 0.542 0.1043 -3.4573 0.6280
O -3.811 2.265 -0.829 -0.2770 -2.5581 1.9743
H -3.277 -1.128 0.809 -2.8272 -4.5321 2.5558
H -4.180 1.490 -0.206 1.4333 2.5843 -1.9851
O 1.855 -2.237 2.183 -0.9884 -3.2918 2.1456
H -1.570 5.223 -1.001 -4.1175 -0.3350 -1.5923
H 2.338 -1.876 2.940 0.1467 0.9591 -0.4420
O -2.049 -3.221 3.086 1.2843 -1.8696 -1.5562
H 3.111 -2.442 0.027 3.0250 0.2228 -3.2459
H 3.442 -3.186 -1.229 -2.2128 -4.9934 -3.2287
O 1.941 -1.901 -4.940 3.9189 -3.2122 -1.5812
H 2.717 -1.480 -4.577 0.5697 -0.0569 0.0821
H 1.302 -1.334 -4.709 -4.3307 3.1076 1.4785
O 1.363 0.419 2.430 -1.9444 -1.5236 -1.8223
H 2.680 0.917 -1.341 -1.1610 0.6129 -0.8575
H 1.492 -3.059 2.716 0.7574 1.9791 -2.1195
O -2.938 -0.414 0.424 1.1083 4.1886 -2.3867
H -3.119 -1.912 -2.208 -0.2413 -0.3229 -0.0590
O -0.141 -4.416 0.767 -2.7985 4.4499 0.9943
H 2.828 0.710 0.037 -4.6502 0.4514 0.2651
H -2.037 -0.670 0.414 1.7831 -0.0285 -0.6104
O -1.650 0.765 2.933 2.2172 -1.6521 -1.0927
H 1.625 1.794 -3.701 -0.5340 -2.2522 0.0808
H -0.853 0.457 3.463 -1.6063 1.0405 -0.1165
O 1.483 2.700 -3.880 1.9941 1.9065 0.1960
H 2.331 2.410 -1.863 -1.7279 0.6007 0.9465
H 2.388 2.948 -3.567 -0.9282 0.5364 -0.8007
O 2.933 1.707 -1.822 3.8460 -0.4153 -2.3436
H 3.499 0.147 2.395 -2.9625 -1.3073 -6.6958
H 1.916 1.122 2.689 0.4138 1.5957 0.3530
O -1.103 2.578 -3.638 -0.0950 -0.6227 1.0602
H -0.812 1.943 -2.908 -0.0156 1.7964 -1.8237
H -2.835 2.171 -0.709 -1.2455 -0.0007 0.1399
```
Forces are in eV/Å.

Lowest unoccupied orbital energy (eV): 1.72
Spin multiplicity: 1
Charge: -1
HOMO (eV): -7.093
Energy relative to the best compared isomer or geometry (same formula, charge and spin) (kcal per mole): 205.01
HOMO-LUMO gap (eV): 8.8
Molar mass (g mol⁻¹): 377.3

***

ORCA calculation (ωB97M-V/def2-TZVPD) on a 2-piece molecular cluster, C4H9O3 overall at a distorted geometry.

The geometry in XYZ format:
```
16
Properties=species:S:1:pos:R:3:forces:R:3
C -0.987 -1.419 0.077 2.9954 -0.3055 2.5055
C -2.029 -0.496 -0.388 -0.7545 2.2576 -1.4068
O -1.359 -1.939 1.423 1.5124 6.9644 -1.2379
H -0.644 -2.145 -0.700 -0.7244 -0.1748 0.8551
H -0.015 -0.879 0.395 -1.8887 -0.6506 -0.9245
H -2.329 -0.775 -1.445 -0.2991 0.5233 1.2285
H -1.541 -2.773 1.517 -1.5274 -7.2985 0.0731
H -1.607 0.557 -0.389 -0.1894 -1.3844 -0.4841
H -2.845 -0.336 0.332 -0.1508 -0.9385 -0.4159
C 2.482 1.770 -0.437 -1.2377 0.9558 1.3843
C 1.300 0.964 0.261 -0.7802 0.7609 -0.5413
O 0.252 1.001 -0.407 -0.1606 0.9607 -1.8384
O 1.286 0.477 1.396 2.1248 -0.2252 1.0796
H 2.441 2.746 0.230 0.5379 -1.6157 -1.6323
H 2.135 1.962 -1.496 0.6624 -0.0639 1.3236
H 3.461 1.284 -0.370 -0.1202 0.2342 0.0314
```
Forces are in eV/Å.

Lowest unoccupied orbital energy (eV): 3.99
Spin multiplicity: 1
Charge: -1
HOMO (eV): -3.825
Energy relative to the best compared isomer or geometry (same formula, charge and spin) (kcal per mole): 60.00
HOMO-LUMO gap (eV): 7.8
Molar mass (g mol⁻¹): 105.1

***

ORCA calculation (ωB97M-V/def2-TZVPD) on a 2-piece molecular cluster, C5H14P2 overall at a distorted geometry.

The geometry in XYZ format:
```
21
Properties=species:S:1:pos:R:3:forces:R:3
C 2.927 1.091 1.616 1.3616 1.5231 0.7630
P 1.525 0.427 0.719 -1.3012 0.5392 -0.7555
C 1.691 1.528 -0.831 -2.1929 0.0180 0.9309
P 2.312 -1.342 -0.253 1.8157 0.3409 0.1500
H 3.639 0.332 1.988 -0.3915 0.4014 -0.1220
H 3.440 1.766 0.903 0.2729 -0.4903 0.3825
H 2.642 1.793 2.446 0.0221 -0.9396 -0.5371
H 1.345 2.525 -0.460 1.0210 -0.4298 -0.3963
H 2.672 1.448 -1.269 0.3713 0.4245 -0.0993
H 0.901 1.296 -1.580 0.5935 -0.2555 0.4256
H 1.494 -0.918 -1.277 -0.8150 -0.6946 -0.7062
H 1.565 -2.280 0.434 -0.7779 -0.4502 -0.0429
C -2.844 -0.185 -1.349 0.1068 1.9559 1.1676
C -2.226 -1.303 -1.036 0.4092 -1.5054 -0.9451
C -1.879 -1.733 0.343 -1.3843 -1.8516 -0.8577
H -3.236 0.126 -2.324 0.3896 -0.3285 0.3699
H -2.862 0.583 -0.503 -0.5088 -0.9492 -1.2983
H -2.006 -2.107 -1.766 -0.3372 0.7366 -0.0095
H -0.856 -1.773 0.581 1.3386 0.4286 0.3939
H -2.508 -1.244 1.025 -0.2667 1.1761 1.3157
H -2.228 -2.786 0.435 0.2734 0.3505 -0.1293
```
Forces are in eV/Å.

Lowest unoccupied orbital energy (eV): 1.04
SMILES string: CP(C)#[PH2].C=CC
Spin multiplicity: 1
Charge: 0
HOMO (eV): -8.226
Energy relative to the best compared isomer or geometry (same formula, charge and spin) (kcal per mole): 39.91
HOMO-LUMO gap (eV): 9.3
Molar mass (g mol⁻¹): 136.1

***

- The highest spin multiplicity belongs to which entry?
  C29H20IN2P2RuS4